(1)
Formula: C5H8N2
Source: the Open Molecules 2025 dataset
Level of theory: the ωB97M-V functional and the def2-TZVPD basis

The energy relative to the best compared isomer or geometry (same formula, charge and spin) comes out at 6.698 eV. For the HOMO energy, the calculation gives -7.735 eV. Its total energy is -304.58934 hartree.

Element x y z (Å)
C (0.839612, -2.545977, -0.481187)
N (0.003514, -1.364368, -0.199852)
C (0.824364, -0.089063, -0.273786)
C (-0.022453, 0.883766, -0.354559)
C (-0.614310, 2.423252, 0.879398)
C (-1.228155, 1.207481, 0.014689)
N (-1.196622, -1.415059, -0.127062)
H (0.988207, -2.609455, -1.562816)
H (0.282548, -3.408141, -0.125898)
H (1.808841, -2.456931, 0.014687)
H (1.889175, -0.139669, -0.401088)
H (-0.593339, 3.290812, 0.208407)
H (0.425986, 2.344563, 1.263425)
H (-1.265043, 2.557616, 1.720506)
H (-2.142326, 1.321173, -0.574864)

Cartesian forces, eV/Å:
0.1 -0.4 0.0
-0.7 -0.6 0.3
0.2 -0.1 -0.3
0.2 -0.9 -1.1
-1.1 0.3 0.7
1.5 2.3 -0.4
0.7 -0.5 0.3
0.0 0.0 0.2
0.1 0.0 -0.1
-0.1 0.0 0.0
0.0 -0.2 -0.4
-0.3 -0.1 0.4
-0.8 -0.5 -0.4
-0.3 0.6 0.6
0.4 0.0 0.3



(2)
Formula: CH4N2S2
Source: the Open Molecules 2025 dataset
Level of theory: the ωB97M-V functional and the def2-TZVPD basis

The energy relative to the best compared isomer or geometry (same formula, charge and spin) comes out at 4.961 eV. For the HOMO energy, the calculation gives -8.529 eV. Its total energy is -946.20426 hartree.

Element x y z (Å)
C (0.127752, 0.704311, -0.213835)
H (-1.428184, -1.363993, 0.650290)
H (-1.391566, 1.289123, 1.178154)
H (0.553033, 1.775167, -0.230715)
H (2.482107, -1.738540, -0.126988)
N (-1.255689, 0.747800, -0.438955)
N (0.722082, -0.434138, -0.340736)
S (-2.249356, -0.661150, -0.261242)
S (2.439818, -0.318580, -0.215972)

Cartesian forces, eV/Å:
0.4 -0.7 -1.9
-0.8 0.6 -1.0
0.2 -0.5 -3.8
-0.3 -1.8 0.4
0.5 1.9 -0.1
-1.4 1.3 5.3
0.3 2.2 0.8
1.7 -0.4 0.3
-0.4 -2.5 0.0



(3)
Formula: C20H19CaN6O7P2S
Source: the Open Molecules 2025 dataset
Level of theory: the ωB97M-V functional and the def2-TZVPD basis

The total charge is -1. The energy relative to the best compared isomer or geometry (same formula, charge and spin) comes out at 1.751 eV. For the HOMO energy, the calculation gives -4.528 eV. Its total energy is -3387.61021 hartree.

Element x y z (Å)
Ca (10.547553, 9.917418, 8.382974)
S (12.098188, 6.108625, 11.134936)
C (11.094832, 7.100902, 12.111626)
C (10.464454, 8.147160, 11.477114)
C (10.672579, 8.095535, 10.069563)
C (11.316503, 6.958683, 9.671869)
C (11.546884, 6.525257, 8.302657)
C (12.352567, 5.410279, 7.924767)
C (12.626753, 5.177945, 6.542525)
C (11.892304, 5.947895, 5.619406)
C (11.201587, 7.058130, 6.083375)
N (11.066287, 7.336434, 7.370895)
H (11.183321, 7.032034, 13.204157)
H (9.746503, 8.843045, 11.909716)
H (12.995268, 4.906935, 8.617825)
H (13.469049, 4.569832, 6.182467)
H (11.848701, 5.670406, 4.537664)
H (10.733907, 7.750724, 5.350903)
O (6.494791, 10.289768, 6.947350)
P (7.902289, 10.386329, 7.733436)
O (9.051040, 10.222027, 6.683107)
O (8.160619, 9.576480, 8.963531)
O (7.850469, 11.957152, 8.174561)
P (8.843257, 12.607870, 9.433813)
O (7.834037, 12.693420, 10.680129)
O (9.056881, 14.046421, 9.144005)
O (9.995190, 11.595961, 9.523503)
H (6.447861, 9.598124, 6.247180)
H (7.611140, 11.924423, 11.199453)
C (15.465711, 9.614684, 7.879400)
C (14.954850, 10.983500, 8.108648)
N (13.659137, 11.307670, 8.180764)
C (13.578362, 12.690311, 8.247165)
C (14.844385, 13.238876, 8.119796)
N (15.742106, 12.126772, 8.096660)
C (17.204298, 12.124159, 8.352287)
N (17.890350, 13.147620, 9.238071)
N (19.155155, 12.684986, 9.486427)
N (19.847515, 13.557681, 10.218960)
C (19.100914, 14.733242, 10.269565)
C (19.421050, 15.897561, 10.939746)
C (18.488009, 16.877681, 11.014530)
C (17.136318, 16.627189, 10.547835)
C (16.788092, 15.435560, 9.882343)
C (17.822857, 14.519291, 9.618775)
H (14.620729, 8.912440, 7.904067)
H (16.126952, 9.312548, 8.713075)
H (16.000830, 9.530954, 6.896139)
H (12.584549, 13.170054, 8.364089)
H (15.150536, 14.231267, 8.037084)
H (17.761111, 12.051653, 7.388754)
H (17.357140, 11.126432, 8.781482)
H (20.458673, 16.006411, 11.311269)
H (18.693328, 17.909004, 11.402512)
H (16.371248, 17.409315, 10.647983)
H (15.683347, 15.163149, 9.787827)

Cartesian forces, eV/Å:
0.6 -1.8 -0.2
-1.5 0.1 -1.0
0.4 1.2 1.5
0.3 -1.4 -0.3
-0.3 -0.1 -1.0
1.0 0.1 1.2
1.2 -0.7 0.4
0.9 0.5 -2.1
-0.9 1.1 1.2
0.3 -0.6 -0.9
-0.4 -0.4 -0.7
-0.5 1.2 -0.6
-0.1 -0.3 -0.5
0.5 -0.1 0.3
-0.2 -0.2 0.6
-0.8 -0.2 0.4
0.4 0.5 1.0
0.2 -0.4 0.7
-0.1 -0.7 -0.1
1.6 1.4 -1.3
-1.5 0.1 1.2
-0.9 -0.2 -0.6
0.4 -0.2 0.9
-0.6 0.3 -1.8
0.2 -0.3 0.2
0.5 -0.9 -0.3
-1.1 2.2 1.0
0.5 0.8 0.9
0.1 -0.7 -0.2
0.4 -0.6 0.1
-1.4 1.5 -0.1
1.1 -0.1 0.1
0.6 0.0 -0.4
-1.0 -2.8 0.6
-0.3 1.4 0.6
-0.4 -0.7 -1.2
0.6 0.4 -0.5
0.4 1.6 2.3
-1.8 -0.6 -2.5
-1.4 -2.2 -1.0
1.6 0.3 0.2
-2.1 1.5 -0.3
0.8 -0.5 -0.6
-1.3 0.4 0.7
0.9 -1.4 1.5
0.2 0.3 -0.1
0.0 0.0 -0.5
-0.4 0.0 0.9
1.0 -0.3 -0.2
0.6 1.2 0.0
-0.4 0.7 0.6
0.4 0.6 0.4
-0.8 0.0 -0.1
0.0 -1.3 -0.2
0.4 -0.5 0.2
1.8 0.6 -0.3



(4)
Formula: C40H83N8O9P2
Source: the Open Molecules 2025 dataset
Level of theory: the ωB97M-V functional and the def2-TZVPD basis

The total charge is +1. For the HOMO energy, the calculation gives -9.456 eV. Its total energy is -3371.21161 hartree.

Element x y z (Å)
C (2.938487, 4.700466, 3.902132)
C (1.762029, 4.449194, 4.058079)
C (0.436325, 3.670529, 4.240323)
C (-0.278897, 3.276066, 2.883454)
C (-0.147882, 1.743261, 2.463375)
C (1.348578, 1.316204, 2.758316)
C (1.828751, 0.221964, 1.700567)
C (3.263612, -0.404209, 2.058154)
C (4.252470, -0.262270, 0.802904)
O (5.195789, 0.829964, 0.948543)
C (4.564964, 2.064931, 0.997509)
O (3.798074, 2.509339, 0.177354)
C (-1.273616, 0.783128, 3.105454)
C (-0.637952, -0.490632, 3.863585)
C (-1.726006, -1.427064, 4.548378)
C (-1.562422, -2.978994, 4.232405)
C (-2.433181, -3.465879, 2.986532)
N (-3.865535, -3.122085, 3.114895)
C (-4.492202, -3.696941, 4.331849)
C (-4.626282, -3.455081, 1.914965)
C (-5.856953, -2.627624, 1.384431)
O (-4.302019, -4.451790, 1.289091)
C (-2.196836, 0.180411, 1.952261)
C (-3.748532, 0.334681, 2.148425)
O (-4.234166, 1.656084, 1.718398)
C (-5.496443, 1.870989, 2.290378)
O (-6.287783, 2.622526, 1.781565)
C (-2.092403, 1.554597, 4.263268)
C (-2.511710, 3.039856, 3.898198)
N (-1.721567, 3.653007, 2.791736)
C (-1.965711, 5.137404, 2.616194)
C (-3.084301, 5.425110, 1.536801)
C (-2.651313, 5.063193, 0.041512)
C (-3.363741, 3.721219, -0.371145)
O (-3.485992, 3.527818, -1.801145)
C (-4.225536, 2.323836, -1.922265)
O (-3.706084, 1.242256, -1.802381)
H (3.895056, 5.208060, 3.638807)
H (0.542672, 2.762873, 4.910699)
H (-0.252707, 4.368586, 4.818958)
H (0.251905, 3.857911, 2.064414)
H (-0.245977, 1.740774, 1.328869)
H (1.985443, 2.233049, 2.530752)
H (1.574001, 1.049268, 3.824339)
H (1.992868, 0.804464, 0.737422)
H (1.047964, -0.548731, 1.457836)
H (3.692702, 0.087739, 2.973033)
H (3.098828, -1.516823, 2.182358)
H (4.775410, -1.256965, 0.654553)
H (3.692867, -0.076357, -0.162822)
H (4.794400, 2.721824, 1.898421)
H (0.005931, -0.082223, 4.703110)
H (-0.019992, -1.136164, 3.183812)
H (-1.608583, -1.325381, 5.674941)
H (-2.792818, -1.148759, 4.326399)
H (-0.466708, -3.198378, 4.105066)
H (-1.892701, -3.522523, 5.173465)
H (-2.337559, -4.597892, 2.941393)
H (-2.004499, -3.076072, 2.021986)
H (-4.257522, -3.002603, 5.192889)
H (-5.595268, -3.886520, 4.206345)
H (-4.009530, -4.696257, 4.575821)
H (-6.526303, -3.347515, 0.821925)
H (-6.462527, -2.135576, 2.198155)
H (-5.507961, -1.879352, 0.608254)
H (-2.004461, -0.936653, 1.885300)
H (-1.967659, 0.576172, 0.915398)
H (-4.138758, 0.031283, 3.159536)
H (-4.228090, -0.391700, 1.417473)
H (-5.799091, 1.388409, 3.270515)
H (-1.346630, 1.641989, 5.117726)
H (-2.952434, 0.965145, 4.671098)
H (-2.328104, 3.676883, 4.817447)
H (-3.602929, 3.171611, 3.648905)
H (-2.074956, 3.222552, 1.911607)
H (-1.029350, 5.677511, 2.280735)
H (-2.307043, 5.544752, 3.617001)
H (-3.470653, 6.486726, 1.564503)
H (-3.979160, 4.776206, 1.795004)
H (-3.089023, 5.876429, -0.616161)
H (-1.524104, 5.014329, -0.083304)
H (-4.411428, 3.634660, 0.067044)
H (-2.807233, 2.809631, 0.032368)
H (-5.339320, 2.333868, -2.104433)
O (4.129029, -5.011357, 1.585368)
P (5.084749, -5.278224, 0.419476)
N (4.612834, -6.939588, 0.316497)
C (5.435335, -8.101931, 0.035472)
C (3.233727, -7.167252, -0.117536)
N (6.493248, -5.150695, 1.414365)
C (7.477491, -6.200195, 1.605198)
C (6.371370, -4.396954, 2.660849)
N (6.166646, -5.466741, -0.969263)
C (7.029860, -4.274677, -1.186601)
C (5.444363, -5.632181, -2.253558)
H (5.809199, -8.140515, -0.994791)
H (4.872856, -9.025244, 0.200353)
H (6.282336, -8.189953, 0.708785)
H (3.110426, -7.012277, -1.196004)
H (2.543309, -6.489127, 0.390106)
H (2.894027, -8.177942, 0.120660)
H (7.114135, -6.974150, 2.290980)
H (8.400052, -5.791645, 2.030173)
H (7.786531, -6.655392, 0.662436)
H (5.877441, -4.986015, 3.442499)
H (5.809196, -3.474837, 2.507130)
H (7.354988, -4.093991, 3.033461)
H (6.429837, -3.370750, -1.333103)
H (7.667178, -4.417342, -2.063265)
H (7.710568, -4.094698, -0.357086)
H (4.712162, -4.834373, -2.408050)
H (4.923929, -6.587173, -2.312908)
H (6.140544, -5.632900, -3.094919)
O (-0.793368, 5.353780, -7.213459)
P (-1.579745, 4.045645, -7.250438)
N (-1.348347, 3.759972, -5.557976)
C (-1.119196, 2.502726, -4.871985)
C (-2.009469, 4.716572, -4.671861)
N (-0.366561, 3.204087, -8.147398)
C (0.314455, 2.002521, -7.703925)
C (0.571023, 4.008452, -8.930254)
N (-2.594324, 2.601602, -7.389615)
C (-2.919694, 2.267319, -8.802193)
C (-3.915430, 2.752259, -6.735620)
H (-1.989976, 1.835047, -4.868712)
H (-0.850792, 2.673954, -3.824957)
H (-0.271093, 1.954590, -5.271642)
H (-3.089656, 4.536942, -4.607862)
H (-1.869669, 5.742321, -5.022278)
H (-1.600504, 4.686531, -3.658681)
H (1.083193, 2.227257, -6.955001)
H (0.810331, 1.507090, -8.544941)
H (-0.377461, 1.254004, -7.312285)
H (1.350041, 4.449975, -8.297951)
H (0.052748, 4.808149, -9.459689)
H (1.059925, 3.402332, -9.699444)
H (-3.427386, 3.098994, -9.300638)
H (-3.564133, 1.385260, -8.848914)
H (-2.036897, 2.015126, -9.385853)
H (-4.432863, 3.653084, -7.078215)
H (-3.834020, 2.799149, -5.649944)
H (-4.551479, 1.887653, -6.938049)

Cartesian forces, eV/Å:
0.1 1.3 -0.6
-0.7 -2.2 0.0
-0.4 1.3 0.8
2.0 -0.5 -1.0
0.5 0.2 0.5
0.3 0.2 -1.3
0.7 1.1 -0.2
-0.8 -0.3 -1.4
-0.9 -0.9 -0.4
-0.9 0.8 0.8
-0.2 0.7 -0.1
0.6 -1.0 0.6
-0.2 -0.8 0.3
-0.5 0.5 0.5
0.1 -0.4 0.7
-0.7 0.6 0.3
1.0 -1.2 0.6
-0.7 0.8 -0.7
0.5 -0.2 0.6
0.1 -1.6 -0.6
-0.1 -0.3 0.2
-0.2 1.4 0.3
-0.8 0.0 0.0
0.3 -1.6 -1.4
-1.4 -0.9 2.2
-0.7 1.2 -0.7
1.1 -0.6 0.3
1.4 0.5 -0.4
-1.1 0.0 1.8
-0.2 0.0 -0.7
-0.9 1.9 0.0
-0.2 -0.9 -0.1
-1.0 0.1 -0.2
0.2 -0.5 0.8
-1.1 -1.0 0.6
0.6 -1.2 -0.1
-0.3 1.4 -0.1
-1.3 -0.9 0.6
0.3 1.1 -0.9
0.8 -0.8 -0.6
-0.7 -0.6 0.9
0.0 -0.1 1.3
-0.7 -1.1 0.4
-0.5 0.1 -1.0
-0.5 -0.7 1.1
0.8 0.6 0.5
-0.3 -0.7 -0.9
0.5 1.3 0.4
0.0 1.6 0.3
0.3 -0.3 1.2
0.4 -1.1 -0.8
-0.5 -0.6 -1.1
-0.5 0.9 0.5
-0.2 0.0 -1.3
1.1 -0.2 0.0
-1.1 0.0 -0.1
0.4 0.4 -1.3
0.1 1.2 -0.1
-0.6 -0.2 0.9
-0.7 -0.8 -0.8
1.1 0.5 0.1
-0.6 0.9 -0.3
0.9 0.8 0.8
0.8 -0.3 -0.8
-0.3 -0.7 1.1
-0.3 1.3 0.1
-0.1 -0.2 1.2
0.5 0.6 -0.9
0.6 0.8 0.9
1.0 -0.1 -0.9
-1.0 -0.1 -0.9
0.7 0.7 -0.6
-0.2 -0.6 -1.1
1.2 -0.3 0.1
0.3 0.1 0.5
-0.8 -1.0 0.6
0.6 -0.5 -1.1
0.8 -1.1 0.3
0.8 0.8 -0.2
0.8 -0.9 0.6
-1.4 0.1 0.0
1.2 0.5 -0.3
-0.5 1.1 -0.4
1.0 1.0 0.0
-1.6 3.3 -2.9
3.5 -6.4 5.1
-0.9 -0.7 -0.5
0.5 0.0 -0.4
-0.3 0.4 0.3
0.4 0.7 0.3
0.5 0.0 -0.6
-0.3 0.1 -0.1
-1.7 3.2 -1.1
0.7 0.2 0.1
-0.3 -0.7 -0.3
0.1 -0.1 -0.1
-0.3 0.3 0.0
0.1 0.2 -0.1
-0.1 -0.2 -0.1
0.2 0.1 0.0
0.2 0.0 0.0
0.0 -0.1 0.0
-0.1 0.1 0.1
-0.3 0.0 0.0
0.0 0.1 0.1
-0.1 -0.2 0.1
0.1 -0.2 -0.2
0.1 0.0 -0.2
-0.3 -0.1 -0.1
-0.3 -0.2 0.1
0.1 0.0 -0.2
0.0 0.0 0.3
0.1 0.1 0.2
-3.9 1.4 -1.6
7.2 -3.6 3.0
-0.5 0.2 1.2
-0.2 -0.5 -0.2
0.1 0.5 -0.3
0.2 0.0 -0.8
-0.5 -0.6 -0.1
-0.2 0.4 0.0
-2.2 2.3 -1.8
0.2 -0.5 -0.5
-0.1 -0.1 0.7
0.0 -0.1 0.0
-0.2 0.3 -0.1
-0.1 0.0 -0.3
-0.1 0.0 0.3
0.0 -0.1 -0.2
0.0 -0.2 -0.1
0.0 0.0 0.1
0.0 0.2 -0.1
0.0 0.2 0.1
0.0 0.1 -0.1
0.1 0.0 0.2
-0.1 -0.2 0.2
-0.1 -0.2 0.0
-0.1 0.2 0.3
0.1 0.2 0.3
-0.2 -0.1 0.0
0.3 0.1 0.0
0.2 0.1 -0.2



(5)
Formula: C19H31N5O3
Source: the Open Molecules 2025 dataset
Level of theory: the ωB97M-V functional and the def2-TZVPD basis

Its structure (SMILES) is C[C@@H]1CCOC[C@H]1C(=O)N(C)CCCCC(=O)N1CCc2c(nnn2C)C1. The energy relative to the best compared isomer or geometry (same formula, charge and spin) comes out at 1.855 eV. For the HOMO energy, the calculation gives -9.156 eV. Its total energy is -1242.10439 hartree.

Element x y z (Å)
C (1.079043, 3.022630, 0.979918)
C (-0.418354, 2.920953, 1.240525)
C (-0.699374, 2.033398, 2.453381)
C (-2.185835, 1.786674, 2.638083)
O (-2.773821, 1.243346, 1.462058)
C (-2.638103, 2.135544, 0.374439)
C (-1.163368, 2.349444, 0.029457)
C (-1.047045, 3.274866, -1.177254)
O (-1.075453, 4.487063, -1.028696)
N (-0.929343, 2.694996, -2.405599)
C (-0.762135, 3.532707, -3.578430)
C (-1.004868, 1.255543, -2.612201)
C (0.327834, 0.540889, -2.364261)
C (0.238507, -0.964484, -2.038161)
C (-1.123745, -1.478495, -1.532706)
C (-0.912019, -2.850437, -0.934088)
O (-0.885347, -3.842372, -1.643457)
N (-0.705658, -2.939389, 0.421264)
C (-0.199564, -4.214426, 0.923606)
C (1.331012, -4.292115, 0.782213)
C (1.871216, -2.979868, 1.238887)
C (1.135090, -1.852378, 1.474127)
N (1.965141, -0.851453, 1.849637)
N (3.180174, -1.307459, 1.856969)
N (3.139452, -2.595930, 1.487022)
C (4.358228, -3.368903, 1.398699)
C (-0.344637, -1.801882, 1.267949)
H (1.507070, 2.030463, 0.808999)
H (1.288935, 3.656103, 0.116988)
H (1.592021, 3.451028, 1.842730)
H (-0.821000, 3.922000, 1.422344)
H (-0.178642, 1.077880, 2.329978)
H (-0.292385, 2.497398, 3.355899)
H (-2.376695, 1.066924, 3.433708)
H (-2.698720, 2.724413, 2.893844)
H (-3.188278, 1.694774, -0.459198)
H (-3.098198, 3.104287, 0.611418)
H (-0.736092, 1.367925, -0.186744)
H (-0.587957, 4.554183, -3.255733)
H (0.090095, 3.186895, -4.166897)
H (-1.654874, 3.507555, -4.208664)
H (-1.786924, 0.850924, -1.974764)
H (-1.346857, 1.092406, -3.636248)
H (0.987844, 0.690986, -3.220666)
H (0.812907, 1.049787, -1.529409)
H (0.493191, -1.563192, -2.913931)
H (1.004085, -1.190313, -1.290429)
H (-1.583176, -0.800903, -0.814669)
H (-1.817176, -1.601051, -2.363910)
H (-0.477098, -4.286167, 1.977250)
H (-0.677708, -5.019367, 0.374873)
H (1.721290, -5.122780, 1.374789)
H (1.592838, -4.478690, -0.262732)
H (4.495632, -3.745934, 0.386208)
H (5.179062, -2.706460, 1.656252)
H (4.330669, -4.204503, 2.096896)
H (-0.647203, -0.859942, 0.822586)
H (-0.883700, -1.885086, 2.215875)

Cartesian forces, eV/Å:
0.0 0.0 0.0
0.0 0.0 0.0
0.0 0.0 0.0
0.0 0.0 0.0
0.0 0.0 0.0
0.0 0.0 0.0
0.0 0.0 0.0
0.0 0.0 0.0
0.0 0.0 0.0
0.0 0.0 0.0
0.0 0.0 0.0
0.0 0.0 -0.1
0.0 0.0 0.2
0.0 0.0 -0.2
0.0 0.0 0.1
0.0 0.0 0.0
0.0 0.0 0.0
0.0 0.0 0.0
0.0 0.0 0.0
0.0 0.0 0.0
0.0 0.0 0.0
0.0 0.0 0.0
0.0 0.0 0.0
0.0 0.0 0.0
0.0 0.0 0.0
0.0 0.0 0.0
0.0 0.0 0.0
0.0 0.0 0.0
0.0 0.0 0.0
0.0 0.0 0.0
0.0 0.0 0.0
0.0 0.0 0.0
0.0 0.0 0.0
0.0 0.0 0.0
0.0 0.0 0.0
0.0 0.0 0.0
0.0 0.0 0.0
0.0 0.0 0.0
0.0 0.0 0.0
0.0 0.0 0.0
0.0 0.0 0.0
0.0 0.0 0.0
0.0 0.0 0.0
0.0 0.0 0.0
0.0 0.0 0.0
0.0 0.0 0.0
0.0 0.0 0.0
0.0 0.0 0.0
0.0 0.0 0.0
0.0 0.0 0.0
0.0 0.0 0.0
0.0 0.0 0.0
0.0 0.0 0.0
0.0 0.0 0.0
0.0 0.0 0.0
0.0 0.0 0.0
0.0 0.0 0.0
0.0 0.0 0.0



Number 1: Kohn-Sham gap 8.5 eV. Number 2: Kohn-Sham gap 7.4 eV. Number 3: Kohn-Sham gap 6.1 eV. Number 4: Kohn-Sham gap 7.3 eV. Number 5: Kohn-Sham gap 9.8 eV.